Here is C50H31F14NO3P2Pt as an isolated structure from the OMol25 dataset. Energies are from ωB97M-V/def2-TZVPD.

```
102
C50H31F14NO3P2Pt (ωB97M-V/def2-TZVPD)
Pt -0.257 0.013 -0.184
O 1.327 -0.913 3.601
C 1.066 -0.808 2.413
O -0.088 -0.769 1.868
C 2.265 -0.697 1.450
C 3.555 -0.954 1.956
C 4.626 -0.791 1.130
C 4.415 -0.379 -0.206
C 5.477 -0.148 -1.108
C 5.227 0.236 -2.396
C 3.901 0.382 -2.845
C 2.855 0.185 -1.987
C 3.080 -0.177 -0.645
N 2.036 -0.332 0.218
H 3.637 -1.248 2.992
H 5.639 -0.956 1.477
H 6.492 -0.289 -0.760
H 6.045 0.425 -3.078
H 3.717 0.651 -3.877
H 1.834 0.282 -2.320
F 1.981 -2.539 -7.861
C 1.710 -1.232 -7.720
F 1.000 -0.850 -8.795
F 2.894 -0.580 -7.786
C 1.008 -0.927 -6.428
C 1.360 -1.619 -5.279
C 0.765 -1.290 -4.073
C -0.175 -0.265 -4.011
C -0.534 0.411 -5.175
C 0.054 0.081 -6.383
P -0.961 0.218 -2.428
C -2.650 -0.437 -2.597
C -3.594 -0.109 -1.626
C -4.801 -0.779 -1.558
C -5.074 -1.784 -2.476
C -4.158 -2.099 -3.470
C -2.952 -1.423 -3.532
C -6.317 -2.614 -2.334
F -6.769 -3.065 -3.518
F -6.080 -3.699 -1.569
F -7.325 -1.939 -1.755
C -1.137 2.034 -2.726
C -0.049 2.803 -2.307
C -0.064 4.180 -2.421
C -1.187 4.804 -2.951
C -2.278 4.058 -3.372
C -2.249 2.675 -3.260
C -1.239 6.304 -2.976
F -2.068 6.782 -3.916
F -0.031 6.854 -3.184
F -1.679 6.785 -1.787
H 2.091 -2.415 -5.331
H 1.007 -1.840 -3.175
H -1.280 1.191 -5.150
H -0.227 0.601 -7.288
H -3.349 0.643 -0.887
H -5.521 -0.546 -0.785
H -4.388 -2.882 -4.179
H -2.228 -1.688 -4.290
H 0.813 2.315 -1.868
H 0.782 4.768 -2.092
H -3.144 4.559 -3.783
H -3.108 2.098 -3.582
F -3.447 -6.466 -0.542
C -2.763 -5.350 -0.816
C -1.854 -5.316 -1.857
F -1.686 -6.398 -2.622
C -1.116 -4.175 -2.109
F -0.250 -4.179 -3.137
C -1.224 -3.002 -1.340
O -0.469 -1.962 -1.608
C -2.210 -3.073 -0.328
F -2.459 -1.980 0.408
C -2.951 -4.207 -0.062
F -3.851 -4.195 0.924
C -2.309 3.001 0.343
P -0.907 2.002 0.968
C 0.404 3.215 1.261
C 1.535 2.772 1.952
C 2.556 3.650 2.265
C 2.473 4.979 1.870
C 1.370 5.415 1.151
C 0.334 4.543 0.853
C -1.528 1.574 2.621
C -2.540 0.615 2.665
C -3.027 0.172 3.880
C -2.516 0.693 5.061
C -1.533 1.667 5.020
C -1.025 2.100 3.804
H -2.502 3.816 1.040
H -3.196 2.373 0.282
H -2.091 3.403 -0.646
H 1.592 1.736 2.265
H 3.413 3.297 2.823
H 3.262 5.672 2.127
H 1.301 6.447 0.832
H -0.524 4.910 0.305
H -2.912 0.188 1.741
H -3.778 -0.606 3.906
H -2.877 0.331 6.014
H -1.142 2.084 5.939
H -0.231 2.832 3.785
```

Summary:
HOMO level	-8.01	eV
E_LUMO	-0.0397	Eh
energy above the lowest of the compared OMol25 structures with the same formula, charge and spin	0.0	kJ/mol
gap between HOMO and LUMO	0.2546	Eh

Löwdin atomic charge list, values in e, 6 entries: Pt 0.88; O 0.07; C -0.62; O -0.16; C -0.19; C 0.02



Here is C50H34N3O11P2S2Zn as an isolated structure from the OMol25 dataset. Energies are from ωB97M-V/def2-TZVPD.

```
103
C50H34N3O11P2S2Zn (ωB97M-V/def2-TZVPD)
Zn 1.379 2.021 0.277
O 4.134 -1.547 -1.547
S 2.787 -1.231 -1.000
C 2.177 0.165 -2.220
C 3.215 0.715 -2.916
C 2.957 1.775 -3.780
C 1.676 2.197 -4.075
C 0.654 1.529 -3.383
C 0.882 0.618 -2.428
P -0.439 -0.109 -1.284
C -1.757 -0.308 -2.689
C -1.831 -1.586 -3.279
C -2.841 -1.872 -4.178
C -3.741 -0.845 -4.654
C -3.632 0.427 -4.095
C -2.670 0.660 -3.030
C -0.606 1.422 -0.289
C -0.510 3.828 -0.969
C 0.194 4.636 0.055
C -0.095 4.727 1.655
C -1.108 2.826 2.812
C -0.832 1.388 2.418
C 1.591 -2.441 -1.730
C 1.713 -2.745 -3.064
C 1.011 -3.803 -3.696
C 0.218 -4.568 -2.879
C 0.183 -4.412 -1.513
C 0.859 -3.310 -0.906
P 0.843 -3.006 0.872
C -0.159 -4.464 1.400
C 0.256 -5.716 1.793
C -0.658 -6.664 2.152
C -1.993 -6.365 2.132
C -2.446 -5.101 1.814
C -1.500 -4.145 1.475
C 2.553 -3.596 1.170
C 2.989 -4.818 0.533
C 4.301 -5.237 0.664
C 5.211 -4.447 1.426
C 4.716 -3.384 2.179
C 3.408 -2.983 2.062
H 4.241 0.368 -2.869
H 3.845 2.273 -4.123
H 1.569 3.089 -4.718
H -0.442 1.850 -3.491
H -1.220 -2.344 -2.850
H -2.990 -2.868 -4.559
H -4.526 -1.021 -5.336
H -4.289 1.349 -4.415
H -2.662 1.627 -2.544
H -0.717 4.345 -1.914
H 0.564 5.628 -0.170
H 0.421 5.620 2.007
H -1.434 2.814 3.878
H -1.220 0.673 3.050
H 2.281 -2.103 -3.718
H 1.022 -3.931 -4.735
H -0.271 -5.374 -3.401
H -0.401 -5.091 -0.861
H 1.339 -6.009 1.852
H -0.407 -7.721 2.415
H -2.713 -7.165 2.440
H -3.527 -4.863 1.841
H -1.767 -3.164 1.316
H 2.288 -5.315 -0.100
H 4.488 -6.197 0.175
H 6.229 -4.820 1.536
H 5.369 -2.845 2.779
H 3.083 -2.054 2.518
O 4.373 1.111 2.423
C 3.524 1.750 1.859
O 3.252 1.611 0.572
C 2.566 2.678 2.592
C 2.955 3.586 3.532
C 1.865 4.423 4.221
C 0.574 4.333 3.854
C 0.258 3.566 2.596
C 1.194 2.570 2.180
O 0.567 1.274 2.628
N -2.058 3.620 2.042
O -3.223 3.654 2.358
O -1.399 4.962 1.891
N 2.233 5.294 5.319
O 1.415 6.124 5.764
O 3.321 5.251 5.791
H 3.946 3.841 3.875
H -0.270 4.700 4.435
O 0.987 3.766 -0.731
C -1.346 2.638 -0.685
N -1.209 0.977 1.058
S -2.812 0.428 0.939
O -2.900 -0.795 0.154
O -3.413 0.406 2.269
C -3.584 1.753 0.019
C -4.927 1.855 0.238
C -5.553 2.941 -0.278
C -4.784 3.996 -0.838
C -3.465 3.900 -1.030
C -2.726 2.754 -0.624
H -5.583 1.306 0.885
H -6.578 3.155 0.026
H -5.390 4.835 -1.103
H -3.051 4.755 -1.521
```

Summary:
net charge	-1
HOMO level (alpha / beta)	-4.99 / -5.03	eV
E_LUMO (alpha / beta)	0.0573 / 0.0218	Eh
gap between HOMO and LUMO (alpha / beta)	0.2409 / 0.2067	Eh

Löwdin atomic charge list, values in e, 6 entries: Zn 0.77; O -0.49; S 0.97; C -0.34; C -0.09; C -0.08



Values for DFT total energy, Ha, ordered as above
-4404.70638; -6175.68243